The following is a quantum chemistry calculation of a molecular structure, C2H5I2N2 in a non-equilibrium geometry, from OMol25.

Geometry as XYZ:
```
11
Properties=species:S:1:pos:R:3:forces:R:3
C -0.622 1.926 0.152 -1.7 -0.2 1.4
C -1.123 -0.497 0.099 1.7 -2.4 2.1
N 2.326 -0.113 -0.923 -2.1 1.0 2.1
N -1.103 0.870 0.234 1.0 1.9 -1.5
I 3.150 -1.447 0.374 0.1 0.1 0.1
I 2.257 1.937 -0.413 0.0 -0.8 0.1
H -0.830 2.956 0.482 0.8 -0.3 -0.7
H -1.755 -0.967 0.839 0.0 0.2 0.5
H -0.087 -0.887 0.156 -0.2 0.4 0.8
H -1.355 -1.011 -0.767 -1.4 0.4 -2.7
H 2.864 -0.051 -1.718 1.7 -0.2 -2.3
```
Positions in Å, forces in eV/Å.

E_HOMO = -12.80 eV
total charge = +1
energy relative to the best compared isomer or geometry (same formula, charge and spin) = 211.0 kJ/mol
frontier orbital gap = 7.5 eV